(1)
Below is a molecular structure, C3H8NO2Rb, with properties calculated with the ωB97M-V functional and the def2-TZVPD basis.

Summary:
relative energy (zero: lowest compared OMol25 entry of this formula, charge and spin)	60.9	kcal per mole
highest occupied orbital energy	-0.2020	Ha
largest force on an atom	0.0893	Eh/bohr
gap between HOMO and LUMO	4.36	eV

Structure (XYZ):
```
15
C3H8NO2Rb (the ωB97M-V functional and the def2-TZVPD basis)
Rb 0.001 0.611 5.459
O -1.080 -2.975 6.953
H -0.912 -3.010 5.992
C -0.184 -0.090 -0.126
O 0.478 -0.172 0.968
N 0.114 0.228 -1.437
C 1.375 0.973 -1.653
C -0.782 0.353 -2.568
H -1.199 -0.517 -0.135
H 1.663 1.410 -0.697
H 1.280 1.850 -2.294
H 2.145 0.278 -1.987
H -1.559 -0.406 -2.482
H -1.151 1.379 -2.549
H -0.189 0.090 -3.444
```

These are the Löwdin partial charges, in e, on atoms 1 to 5: Rb 0.85; O -0.64; H -0.24; C -0.28; O -0.06

***

(2)
Below is a gas-phase ion, C3H8NO2S (charge +1), with properties calculated with the ωB97M-V functional and the def2-TZVPD basis.

Summary:
relative energy (zero: lowest compared OMol25 entry of this formula, charge and spin)	29.3	kcal per mole
highest occupied orbital energy	-0.4705	Ha
largest force on an atom	0.0629	Eh/bohr
SMILES string	[NH2+]=C(O)OCCS
net charge	+1
gap between HOMO and LUMO	9.49	eV

Structure (XYZ):
```
15
C3H8NO2S (the ωB97M-V functional and the def2-TZVPD basis)
N -0.543 -1.305 2.603
C -0.512 -0.464 1.617
O -1.075 0.675 1.713
O 0.112 -0.856 0.565
C 0.231 0.236 -0.437
C 1.316 0.036 -1.417
S 1.057 0.818 -3.015
H 0.120 -2.126 2.397
H -1.129 -1.335 3.473
H -1.069 1.167 0.903
H -0.719 0.310 -0.946
H 0.414 1.225 0.116
H 2.203 0.435 -1.076
H 1.442 -1.007 -1.714
H -0.189 0.479 -3.054
```

These are the Löwdin partial charges, in e, on atoms 1 to 5: N 0.27; C -0.52; O 0.25; O 0.12; C -0.18

***

- The highest relative energy (zero: lowest compared OMol25 entry of this formula, charge and spin) belongs to which entry?
  C3H8NO2Rb

***

- Among the records above, which one has the lowest largest force on an atom?
  C3H8NO2S

***

Repeat the first record exactly.
Below is a molecular structure, C3H8NO2Rb, with properties calculated with the ωB97M-V functional and the def2-TZVPD basis.

Summary:
relative energy (zero: lowest compared OMol25 entry of this formula, charge and spin)	60.9	kcal per mole
highest occupied orbital energy	-0.2020	Ha
largest force on an atom	0.0893	Eh/bohr
gap between HOMO and LUMO	4.36	eV

Structure (XYZ):
```
15
C3H8NO2Rb (the ωB97M-V functional and the def2-TZVPD basis)
Rb 0.001 0.611 5.459
O -1.080 -2.975 6.953
H -0.912 -3.010 5.992
C -0.184 -0.090 -0.126
O 0.478 -0.172 0.968
N 0.114 0.228 -1.437
C 1.375 0.973 -1.653
C -0.782 0.353 -2.568
H -1.199 -0.517 -0.135
H 1.663 1.410 -0.697
H 1.280 1.850 -2.294
H 2.145 0.278 -1.987
H -1.559 -0.406 -2.482
H -1.151 1.379 -2.549
H -0.189 0.090 -3.444
```

These are the Löwdin partial charges, in e, on atoms 1 to 5: Rb 0.85; O -0.64; H -0.24; C -0.28; O -0.06

***

- Which formula does entry 2 have?
  C3H8NO2S